No. 1
# C26H45BrO11PS2

6 unconnected molecules or ions with the total composition C26H45BrO11PS2 in a non-equilibrium geometry (ωB97M-V with the def2-TZVPD basis set, the OMol25 dataset).

CARTESIAN COORDINATES (ANGSTROEM)
H (1.87, 0.01, 5.28)
C (-0.42, 0.43, 6.91)
H (2.14, 1.79, -4.19)
H (-2.18, -4.21, -1.59)
H (0.32, -2.86, -2.44)
C (-3.62, 2.50, 4.14)
C (-0.61, 1.32, 5.71)
H (-6.11, 3.72, 3.52)
O (-4.93, 2.12, 4.05)
H (6.37, 2.75, 0.68)
H (1.19, -1.19, -2.29)
O (0.42, -0.60, 6.60)
H (4.94, 0.06, 0.78)
H (3.11, -2.24, -0.91)
S (0.05, -1.81, -0.13)
H (-1.66, 1.60, 5.59)
Br (3.12, -3.93, -2.91)
H (-3.11, -1.76, -8.12)
O (-0.91, 0.62, 8.01)
C (-2.70, -4.31, -6.94)
C (-3.96, -3.61, -7.38)
H (3.76, 2.57, -4.01)
C (6.68, 0.98, 2.83)
C (2.08, 3.93, -3.84)
H (0.02, 2.20, 5.82)
H (-4.78, -3.86, -6.71)
H (-2.48, -2.97, 1.13)
H (4.27, 1.70, 0.95)
C (-3.12, -3.86, -0.99)
O (5.34, 0.99, 2.57)
C (0.97, -2.20, -1.72)
H (0.14, 3.53, -2.96)
C (1.10, 3.98, -2.70)
H (1.62, 4.08, -4.82)
H (1.38, 0.84, -0.64)
H (8.28, 1.83, 1.68)
H (-3.83, -2.02, 0.18)
H (0.93, 5.00, -2.35)
C (-3.60, -2.15, -7.22)
C (-1.74, -1.56, -0.65)
H (2.01, -3.68, 0.95)
H (2.85, 4.71, -3.71)
H (-2.06, -0.48, -0.31)
O (-2.13, -3.47, -5.94)
H (-2.92, -5.30, -6.52)
H (6.59, 1.38, -0.43)
H (-1.86, -1.60, -1.82)
O (1.70, 3.21, -1.66)
H (-2.74, 3.98, 5.43)
H (-3.54, -2.22, -3.07)
C (0.88, -0.45, 5.26)
C (2.10, -4.14, -0.14)
H (7.82, 0.14, 1.25)
C (-4.89, 4.10, 5.28)
H (-3.34, 4.58, 3.84)
C (-3.52, 3.90, 4.67)
H (-4.89, 3.74, 6.31)
O (-2.68, 1.80, 3.81)
O (-2.23, -1.24, -5.45)
C (2.33, -3.02, -1.31)
H (1.16, -4.79, -0.46)
H (0.26, 0.99, 3.74)
H (-4.27, -3.87, -8.40)
C (-0.14, 0.43, 4.59)
C (-5.76, 3.22, 4.43)
C (2.61, 2.35, -2.20)
C (7.45, 1.12, 1.56)
H (-3.68, -4.76, -0.49)
H (-5.22, 5.15, 5.28)
C (5.13, 1.07, 1.16)
S (-4.33, -3.12, -2.27)
C (6.41, 1.65, 0.61)
O (-0.15, 0.83, 1.40)
H (-1.98, -4.43, -7.76)
H (0.95, -1.43, 4.78)
C (-2.80, -2.61, 0.06)
C (2.71, 2.57, -3.68)
H (2.12, -0.23, 1.34)
H (-0.98, -0.18, 4.23)
H (-6.63, 2.84, 4.98)
P (0.93, 0.07, 0.54)
C (-2.60, -2.20, -6.10)
O (3.23, 1.51, -1.57)
H (3.07, -4.83, -0.13)
O (7.16, 0.83, 3.94)
H (-4.47, -1.55, -6.96)

Total energy = -151206.9713 eV
Orbital gap = 7.25 eV
Total charge = +1

---

No. 2
# C26H45ClGaNP

A molecular structure, C26H45ClGaNP in a non-equilibrium geometry (ωB97M-V with the def2-TZVPD basis set, the OMol25 dataset).

CARTESIAN COORDINATES (ANGSTROEM)
C (-0.81, 0.09, -2.79)
C (-1.68, -2.19, 3.83)
H (-0.37, 2.71, -2.31)
C (-0.22, 3.16, -1.32)
H (0.39, -3.81, 0.85)
H (0.87, 3.25, -1.17)
H (-0.45, 5.14, -2.18)
H (0.20, 0.37, -3.16)
H (-1.42, -3.00, -4.33)
H (1.83, 1.74, 0.43)
N (1.67, -0.76, 4.56)
C (-0.82, 4.58, -1.30)
H (0.24, -2.26, -0.41)
H (-2.52, -1.05, -3.43)
H (-4.06, 3.58, -0.44)
H (2.23, -0.09, -2.01)
C (-2.42, -2.46, 2.53)
H (4.20, 1.32, -2.44)
C (3.94, 0.07, 0.81)
C (-2.35, 4.60, -1.31)
H (1.74, 1.60, -2.14)
C (0.33, -3.55, 3.03)
H (1.15, -2.82, 3.22)
C (2.30, 0.88, -1.51)
H (-2.71, 5.62, -1.12)
C (-0.71, -0.54, -1.39)
H (0.78, -4.56, 3.17)
C (-0.79, -0.49, 1.18)
C (-1.39, -2.56, 1.40)
C (-0.79, -2.29, -3.77)
H (-2.65, 1.76, -1.31)
H (-1.40, 1.02, -2.76)
H (2.35, -1.28, 0.22)
H (5.61, 0.74, -0.41)
H (0.16, -2.19, -4.32)
H (-1.32, -4.26, 4.28)
H (-2.71, 4.34, -2.31)
C (1.08, 0.10, 4.00)
P (-0.14, 0.57, -0.04)
H (-1.49, -0.49, -4.75)
C (-0.85, 2.27, -0.22)
C (3.77, 1.30, -1.43)
C (-1.47, -0.91, -3.75)
H (-1.44, -3.21, -1.91)
C (-0.19, -3.37, 1.63)
H (-2.82, 4.05, 0.74)
H (2.02, -0.40, 1.71)
C (2.45, -0.30, 0.71)
C (-2.97, 3.64, -0.27)
C (-2.38, 2.23, -0.35)
Ga (0.18, 1.76, 3.39)
H (-1.81, -0.08, 1.71)
Cl (1.41, 3.32, 2.43)
H (-1.84, -2.70, 0.41)
C (0.14, -1.82, -1.42)
H (-1.09, -1.28, 3.73)
C (-0.72, -3.34, 4.15)
H (4.04, 0.98, 1.43)
H (4.71, -0.62, -1.08)
C (-0.50, -2.85, -2.36)
C (1.69, 0.77, -0.09)
C (4.60, 0.34, -0.55)
H (-1.72, -0.83, -1.05)
H (-3.11, -3.34, 2.68)
H (-0.45, 5.11, -0.41)
H (-2.41, -2.06, 4.64)
H (-0.21, -3.13, 5.09)
H (-2.82, 1.61, 0.44)
H (0.17, -3.71, -2.45)
H (1.16, -1.59, -1.77)
H (-3.10, -1.64, 2.24)
H (3.84, 2.32, -1.01)
H (4.48, -0.73, 1.33)
H (-0.60, 2.77, 0.74)
H (-0.02, -1.11, 1.84)

Total energy = -103368.7852 eV
Orbital gap = 5.08 eV
Total charge = -1

---

No. 3
# C26H45MnN5OS2Si4Te

A molecular structure, C26H45MnN5OS2Si4Te (ωB97M-V with the def2-TZVPD basis set, the OMol25 dataset).

CARTESIAN COORDINATES (ANGSTROEM)
C (2.34, 5.38, 0.58)
H (-7.55, 3.69, 1.81)
C (7.75, 0.79, -0.26)
H (-4.15, 3.76, 3.23)
N (1.27, -2.02, 0.36)
C (5.62, -0.05, 0.42)
H (-4.41, 6.85, 1.74)
H (-7.15, 5.45, -3.08)
C (0.87, -4.33, -0.07)
C (6.91, -0.29, -0.02)
H (1.47, 5.54, -1.43)
C (2.11, 4.87, -0.86)
H (-2.72, 4.79, 3.25)
O (-1.14, -0.48, -0.30)
H (-6.83, 0.59, 2.92)
S (0.15, 2.14, 1.26)
C (-4.81, 6.09, 1.06)
C (6.00, 2.32, 0.33)
H (2.62, -5.54, -0.36)
C (-6.93, 0.30, -0.29)
H (-7.46, 0.66, -1.18)
H (-8.06, 3.50, 0.12)
H (-2.60, 3.13, 2.67)
H (5.64, 3.33, 0.48)
C (3.11, -3.48, 0.02)
C (-5.89, 2.46, -3.56)
C (-2.09, 0.30, 0.00)
H (-3.04, 4.42, -2.90)
C (3.39, -1.02, 0.55)
H (3.40, 5.38, 0.85)
C (2.59, -2.24, 0.30)
Si (-4.71, 2.96, -0.30)
C (-7.80, 2.96, 1.03)
H (7.96, 2.92, -0.28)
N (1.43, 3.59, -0.64)
H (-8.69, 2.42, 1.36)
Si (-3.63, 4.64, 0.96)
H (-5.02, 1.86, -3.86)
H (-5.12, 0.44, 2.58)
Te (-2.84, 1.57, -1.42)
C (-5.96, 1.13, 2.52)
H (3.04, 4.73, -1.41)
N (2.73, 0.10, 0.68)
H (-3.09, 1.16, 1.70)
H (-7.82, 4.41, -1.83)
Si (-5.45, 3.85, -2.38)
H (8.77, 0.60, -0.59)
H (-4.03, 5.87, -2.66)
C (7.30, 2.09, -0.09)
N (1.61, 4.39, 1.38)
C (-6.92, 4.96, -2.13)
H (4.17, -3.65, -0.07)
C (-2.67, 0.22, 1.37)
H (0.16, -5.13, -0.20)
H (-1.46, 5.78, 0.81)
H (-4.14, 4.96, -4.17)
Mn (0.72, 0.01, 0.45)
H (-3.49, -0.51, 1.33)
H (1.56, 4.38, 2.38)
H (-7.60, -0.36, 0.26)
C (1.14, 3.39, 0.64)
H (-6.08, -0.30, -0.64)
H (-6.30, 2.91, -4.47)
C (5.17, 1.25, 0.61)
H (1.03, 3.03, -1.37)
C (-2.04, 5.16, 0.12)
N (4.72, -1.13, 0.65)
S (3.57, 1.46, 1.32)
H (-1.93, -0.15, 2.07)
H (-5.78, 1.97, 3.18)
H (-0.63, -2.80, 0.21)
H (-4.95, 6.56, 0.09)
C (-3.24, 4.01, 2.68)
H (-1.43, 4.29, -0.16)
C (2.23, -4.55, -0.15)
H (5.12, -2.05, 0.59)
H (1.94, 6.37, 0.74)
H (-6.64, 1.79, -3.15)
C (0.43, -3.04, 0.18)
H (-2.23, 5.74, -0.78)
H (-6.74, 5.74, -1.39)
C (-4.03, 4.86, -3.09)
H (7.25, -1.30, -0.18)
H (-5.79, 5.80, 1.44)
Si (-6.41, 1.72, 0.80)

Energy relative to the best compared isomer or geometry (same formula, charge and spin) = 0.0 kcal per mole
Total energy = -128976.2201 eV
2S+1 = 4
Orbital gap (alpha / beta) = 6.57 / 6.45 eV
⟨S²⟩ = 3.77
Total charge = +2